[1]
Molecular formula: C7H9N3
Method: DFT, wB97M-V/def2-TZVPD

Last column: Löwdin charge in e.
Element x y z (Å)
C 0.965 -1.234 1.191  -0.1714
C -1.377 0.527 0.944  -0.2969
C -2.545 0.514 0.062  -0.3212
C 0.930 0.077 0.689  -0.3538
C -3.245 -0.398 -0.828  -0.0078
C 2.741 -0.044 -1.060  -0.0777
C 2.251 0.610 0.279  -0.2017
N 0.853 -2.298 1.596  0.1917
N -0.086 0.827 0.557  0.1689
N -2.452 1.571 0.693  0.2056
H -1.677 0.103 1.919  0.1416
H -4.215 -0.145 -1.070  0.0508
H -3.096 -1.382 -0.345  0.1052
H -2.827 -0.425 -1.853  0.1024
H 2.324 0.508 -1.924  0.0771
H 2.499 -1.145 -1.142  0.0868
H 3.829 0.143 -1.094  0.0692
H 2.204 1.642 0.159  0.0796
H 2.924 0.549 1.228  0.1515

Cartesian forces (eV/Å) of the 3 atoms listed first:
-1.044 -1.053 0.628
-1.888 -0.679 1.529
1.051 -0.105 -0.446

Properties
- E_HOMO (eV) = -9.244
- energy (hartree) = -436.2806
- SMILES string = CC/C(C#N)=N/[C@H]1N=C1C
- relative energy (zero: lowest compared OMol25 entry of this formula, charge and spin) (kcal per mole) = 85.1

[2]
Molecular formula: C7H9N3O
Method: DFT, wB97M-V/def2-TZVPD

Last column: Löwdin charge in e.
Element x y z (Å)
C -1.031 -1.232 -0.019  -0.1612
C -1.911 2.823 0.285  -0.1907
C -1.279 1.686 0.706  -0.0442
C -1.540 1.726 -1.508  -0.1608
C 2.038 -2.226 -0.012  -0.0429
C 1.831 -1.021 0.861  -0.1702
C -0.144 -0.186 -0.494  -0.2933
N -1.589 -2.083 0.484  0.2001
N -2.157 2.808 -1.020  0.0475
N -1.020 1.027 -0.506  -0.0418
O 0.902 0.032 0.402  -0.0952
H -2.252 3.664 0.934  0.1151
H -1.045 1.415 1.716  0.1176
H -1.488 1.294 -2.535  0.1435
H 1.342 -2.336 -0.713  0.0152
H 3.106 -2.062 -0.515  0.1379
H 2.102 -3.106 0.491  0.0470
H 2.623 -0.381 1.100  0.1041
H 1.347 -1.314 1.799  0.1226
H 0.164 -0.529 -1.456  0.1497

Cartesian forces (eV/Å) of the 3 atoms listed first:
0.515 -0.173 0.400
-0.707 0.426 2.281
-0.146 0.943 -1.170

Properties
- E_HOMO (eV) = -8.973
- energy (hartree) = -511.5520
- SMILES string = CCO[C@@H](C#N)n1ccnc1
- relative energy (zero: lowest compared OMol25 entry of this formula, charge and spin) (kcal per mole) = 58.7

[3]
Molecular formula: C7H9N3O
Method: DFT, wB97M-V/def2-TZVPD

Last column: Löwdin charge in e.
Element x y z (Å)
C -1.178 2.079 0.278  -0.1991
C 1.770 1.693 0.066  -0.0568
C 2.842 -0.132 -0.278  -0.1358
C 0.862 0.667 -0.026  -0.1144
C 0.872 -1.768 -0.200  -0.0157
C -2.810 -0.571 -0.039  -0.0424
C -0.762 0.740 0.367  -0.2842
N -1.652 3.113 0.194  0.1919
N 3.018 1.143 -0.119  0.0894
N 1.531 -0.499 -0.202  -0.0824
O -1.430 -0.221 -0.414  -0.1964
H 1.522 2.689 0.001  0.0929
H 3.490 -0.917 -0.461  0.1067
H 1.455 -2.574 0.454  0.1426
H -0.072 -1.733 0.109  0.0251
H 0.840 -2.111 -1.160  0.0601
H -3.601 0.165 -0.343  0.0971
H -2.787 -0.720 1.015  0.0652
H -3.018 -1.561 -0.634  0.1254
H -0.893 0.521 1.392  0.1309

Cartesian forces (eV/Å) of the 3 atoms listed first:
-0.840 1.070 -0.845
5.544 0.319 0.064
0.181 -0.120 -0.065

Properties
- <S²> = 2.03
- multiplicity = 3
- E_HOMO (alpha / beta) (eV) = -4.355 / -10.229
- energy (hartree) = -511.3785
- relative energy (zero: lowest compared OMol25 entry of this formula, charge and spin) (kcal per mole) = 77.6

[4]
Molecular formula: C7H9N3S2
Method: DFT, wB97M-V/def2-TZVPD

Last column: Löwdin charge in e.
Element x y z (Å)
C 1.731 -1.133 -2.403  -0.0276
C 0.597 -1.403 -1.616  -0.0008
C 2.169 0.199 -2.320  -0.1013
C -0.077 -0.502 -0.796  -0.1501
C 0.526 0.852 -0.950  -0.2698
C -1.110 -0.670 -0.024  0.0010
C -2.887 -0.827 1.716  -0.0478
N 1.594 1.171 -1.655  0.1339
N -2.231 -0.626 0.410  0.1314
N -0.023 1.969 -0.331  0.1132
S 0.778 0.431 3.010  -0.1189
S 0.915 2.305 2.585  -0.2415
H 2.054 -1.899 -3.060  0.0953
H 0.033 -2.328 -1.812  0.1309
H 3.040 0.385 -2.954  0.1210
H -2.085 -1.280 2.431  0.1139
H -3.581 -1.663 1.551  0.0772
H -3.457 0.148 1.957  0.1264
H -0.425 1.870 0.646  0.0062
H 0.597 2.801 -0.299  0.0977
H 1.843 0.198 3.914  -0.1903

Cartesian forces (eV/Å) of the 3 atoms listed first:
-3.165 0.403 2.523
0.101 -2.251 -2.017
1.029 -0.612 -1.223

Properties
- E_HOMO (alpha / beta) (eV) = -5.492 / -5.508
- energy (hartree) = -1232.6327
- relative energy (zero: lowest compared OMol25 entry of this formula, charge and spin) (kcal per mole) = 43.1

[5]
Molecular formula: C7H9N4
Method: DFT, wB97M-V/def2-TZVPD

Last column: Löwdin charge in e.
Element x y z (Å)
C -2.727 -0.722 -0.638  0.0005
C -2.615 -0.347 0.691  -0.0078
C -1.553 -1.343 -0.967  0.0084
C -1.292 -0.406 1.066  -0.0442
C 2.572 -1.979 -0.464  0.0625
C 2.611 -1.075 0.706  -0.0494
C 0.625 -1.430 0.119  -0.2341
N 1.304 -2.262 -0.684  0.1959
N 1.461 -0.744 1.054  0.1786
N -0.639 -1.065 0.054  0.0257
N 0.171 2.058 0.053  -0.0065
H -3.559 -0.921 -1.228  0.1123
H -3.432 -0.242 1.444  0.1494
H -1.176 -1.691 -1.917  0.1370
H -0.711 -0.094 1.886  0.1141
H 3.534 -2.389 -0.717  0.1388
H 3.517 -0.689 1.088  0.1276
H 0.666 2.372 -0.792  0.0171
H 0.799 1.776 0.763  -0.0374
H -0.503 2.902 0.413  0.1115

Cartesian forces (eV/Å) of the 3 atoms listed first:
2.083 -3.237 -1.530
0.664 1.020 4.337
-0.636 0.992 -1.661

Properties
- E_HOMO (alpha / beta) (eV) = -12.886 / -12.885
- energy (hartree) = -490.7835
- relative energy (zero: lowest compared OMol25 entry of this formula, charge and spin) (kcal per mole) = 96.4
- net charge = +1

[6]
Molecular formula: C7H9NO
Method: DFT, wB97M-V/def2-TZVPD

Last column: Löwdin charge in e.
Element x y z (Å)
C -0.876 -0.236 -1.145  -0.3733
C 0.425 0.574 -1.353  -0.1399
C 0.998 -1.243 -0.165  -0.0952
C -0.554 -1.150 -0.054  -0.1441
C -0.530 -0.225 1.148  -0.1786
C -0.712 1.270 0.985  -0.0261
C 0.612 0.642 1.000  -0.2490
H 0.150 1.627 -1.573  0.1417
H 0.955 0.329 -2.311  0.1452
H 1.468 -1.808 -1.057  0.1490
H 1.525 -1.634 0.701  0.1209
H -1.126 -2.031 0.017  0.1417
H -0.838 -0.608 2.126  0.1535
H -1.077 1.823 1.876  0.1315
H -1.092 1.666 0.123  0.0672
H 1.310 0.883 1.719  0.1238
N 1.276 0.233 -0.260  -0.0632
O -1.916 -0.110 -1.776  0.0948

Cartesian forces (eV/Å) of the 3 atoms listed first:
-0.828 0.457 -2.933
-0.636 0.873 -2.718
1.514 -0.744 -1.944

Properties
- E_HOMO (eV) = -9.044
- energy (hartree) = -402.0389
- SMILES string = O=C1CN2C[C@H]1[C@@H]1C[C@@H]12
- relative energy (zero: lowest compared OMol25 entry of this formula, charge and spin) (kcal per mole) = 64.1

[7]
Molecular formula: C7H9NO2
Method: DFT, wB97M-V/def2-TZVPD

Last column: Löwdin charge in e.
Element x y z (Å)
C 1.031 1.328 2.871  0.0640
C 0.644 0.869 1.663  -0.1203
C -0.825 -2.034 -0.023  -0.1452
C -0.046 0.161 -2.104  -0.2270
C -0.084 -0.915 -0.003  -0.1816
C 0.456 -0.538 1.436  -0.3172
C -0.253 1.435 -2.879  -0.1065
N -0.138 0.223 -0.842  0.0269
O -0.818 -3.017 0.853  0.0475
O 0.676 -1.388 2.320  0.0163
H 1.129 2.300 3.405  0.0789
H 1.077 0.453 3.561  0.0726
H 0.292 1.556 0.804  0.1180
H -1.650 -2.060 -0.746  0.1394
H -0.043 -0.888 -2.677  0.1519
H 0.333 1.562 -3.853  0.0788
H -0.097 2.235 -2.167  0.0500
H -1.412 1.598 -3.301  0.1320
H -0.273 -2.878 1.682  0.1217

Cartesian forces (eV/Å) of the 3 atoms listed first:
-0.760 -1.891 0.972
-0.537 4.262 -0.449
-0.674 0.681 -0.697

Properties
- E_HOMO (eV) = -8.673
- energy (hartree) = -477.2600
- SMILES string = C=CC(=O)C(=C\O)/N=C/C
- relative energy (zero: lowest compared OMol25 entry of this formula, charge and spin) (kcal per mole) = 82.8

[8]
Molecular formula: C7H9NO2
Method: DFT, wB97M-V/def2-TZVPD

Last column: Löwdin charge in e.
Element x y z (Å)
C 2.163 0.924 -2.336  0.0940
C 1.213 0.593 -1.717  -0.0253
C -0.752 -0.756 -0.971  -0.4900
C -0.985 0.082 1.263  -0.0513
C -1.680 -0.779 0.176  -0.3328
C 0.246 0.685 0.599  -0.3725
C 1.597 0.186 1.126  -0.0419
N 0.052 0.283 -0.731  0.0432
O -0.842 -1.404 -1.962  0.1306
O -2.865 -0.246 -0.272  0.0359
H 3.136 0.837 -2.821  0.0508
H -1.809 0.921 1.520  0.1747
H -0.664 -0.561 2.094  0.1132
H -1.719 -1.882 0.588  0.1856
H 0.225 1.711 0.773  0.1221
H 1.578 -0.950 1.384  0.1114
H 1.796 0.705 2.069  0.0801
H 2.422 0.136 0.368  0.0755
H -3.111 -0.485 -1.152  0.0969

Cartesian forces (eV/Å) of the 3 atoms listed first:
2.474 -0.344 -1.326
-5.276 -1.271 4.022
-0.289 0.331 0.413

Properties
- E_HOMO (eV) = -9.746
- energy (hartree) = -477.2407
- SMILES string = C#CN1C(=O)[C@H](O)C[C@H]1C
- relative energy (zero: lowest compared OMol25 entry of this formula, charge and spin) (kcal per mole) = 94.9

[9]
Molecular formula: C7H9NO2S
Method: DFT, wB97M-V/def2-TZVPD

Last column: Löwdin charge in e.
Element x y z (Å)
C 1.268 0.559 2.203  -0.1481
C 1.747 0.337 0.963  -0.1663
C 0.980 0.220 -1.394  -0.4243
C -0.123 0.248 2.579  -0.2943
C -0.556 0.251 -1.599  -0.2887
C -0.820 -0.184 -0.175  -0.1116
C -0.877 -0.915 -2.489  -0.0913
N 1.036 -0.038 -0.054  0.0522
O 1.930 0.676 -2.057  0.0657
O -2.686 0.321 1.699  -0.5566
S -1.391 0.922 1.315  0.9756
H 2.023 0.911 2.864  0.0876
H 2.662 0.765 0.516  0.1503
H -0.221 -0.816 2.496  0.0819
H -0.316 0.449 3.623  0.0934
H -0.887 1.171 -2.087  0.1582
H -0.831 -1.209 -0.045  0.0869
H -0.871 -0.583 -3.656  0.1392
H -1.888 -1.232 -2.392  0.0541
H -0.179 -1.855 -2.309  0.1360

Cartesian forces (eV/Å) of the 3 atoms listed first:
1.147 -0.223 -1.115
2.078 2.464 1.140
2.745 4.006 -0.911

Properties
- E_HOMO (eV) = -8.531
- energy (hartree) = -875.3921
- relative energy (zero: lowest compared OMol25 entry of this formula, charge and spin) (kcal per mole) = 99.9

[10]
Molecular formula: C7H9NO3
Method: DFT, wB97M-V/def2-TZVPD

Last column: Löwdin charge in e.
Element x y z (Å)
C -2.520 0.584 1.123  -0.1166
C -1.574 -0.047 -1.120  -0.1209
C -0.130 0.128 -0.584  -0.2130
C 0.662 1.206 -0.268  0.0959
C 2.158 0.938 -0.188  -0.3277
C 2.487 -0.460 0.138  -0.2646
C 1.604 -1.406 -0.076  -0.0449
H -3.176 0.317 1.906  0.0584
H -2.667 1.654 0.768  0.1071
H -1.563 0.548 1.546  0.0398
H -2.409 -1.274 0.254  0.0886
H -1.903 0.877 -1.676  0.1359
H -1.644 -0.897 -1.713  0.0906
H 0.311 2.190 -0.118  0.1067
H 3.930 -1.606 0.620  0.1336
H 1.959 -2.470 -0.294  0.1692
N -2.603 -0.328 -0.047  -0.1045
O 2.978 1.835 -0.336  0.0829
O 3.778 -0.632 0.519  0.0767
O 0.322 -1.156 -0.451  0.0068

Cartesian forces (eV/Å) of the 3 atoms listed first:
-0.045 1.032 -2.485
-0.907 3.188 2.565
-0.288 0.005 0.057

Properties
- E_HOMO (eV) = -9.087
- energy (hartree) = -552.5306
- SMILES string = CNCc1cc(=O)c(O)co1
- relative energy (zero: lowest compared OMol25 entry of this formula, charge and spin) (kcal per mole) = 46.8

[11]
Molecular formula: C7H9NO3S
Method: DFT, wB97M-V/def2-TZVPD

Last column: Löwdin charge in e.
Element x y z (Å)
C 1.013 3.619 1.171  0.0920
C 1.105 2.541 0.388  -0.0904
C 0.825 1.171 0.830  -0.2288
C 1.605 -0.149 -1.471  -0.5258
C -0.892 -2.132 -0.555  -0.2526
C -2.029 -1.144 -1.013  -0.3981
C 0.282 -0.044 -0.613  -0.5778
N 0.069 -1.293 0.047  -0.0831
O 2.578 -0.748 -0.766  0.0776
O 0.741 0.627 1.902  0.0931
O 1.745 0.283 -2.607  0.0698
S -1.166 0.415 -1.530  0.9183
H 1.105 4.664 0.851  0.0833
H 0.827 3.525 2.200  0.0576
H 1.426 2.602 -0.619  0.0974
H -1.327 -2.865 0.087  0.1080
H -0.564 -2.766 -1.362  0.1130
H -2.683 -1.514 -1.867  0.0896
H -2.581 -0.797 -0.072  0.0830
H -0.305 -1.003 0.967  0.1193
H 2.190 -0.827 0.200  0.1546

Cartesian forces (eV/Å) of the 3 atoms listed first:
0.138 0.134 -0.847
0.321 0.300 0.775
-1.725 -2.955 -0.899

Properties
- E_HOMO (eV) = -8.509
- energy (hartree) = -950.7203
- relative energy (zero: lowest compared OMol25 entry of this formula, charge and spin) (kcal per mole) = 47.6

[12]
Molecular formula: C7H9NO4PS
Method: DFT, wB97M-V/def2-TZVPD

Last column: Löwdin charge in e.
Element x y z (Å)
C -0.103 -0.908 -0.221  -0.1882
C -0.996 0.070 0.149  -0.1186
C 1.086 -0.568 -0.811  -0.5117
C -0.389 1.469 -0.500  -0.3656
C 3.605 -0.880 -1.166  -0.0986
C -2.801 0.626 2.331  -0.1563
C 2.192 -1.545 -1.294  -0.2168
N -0.724 2.799 -0.376  -0.4577
O -3.551 -0.473 -0.159  -0.3946
O -1.525 3.113 0.472  0.0564
O 0.012 3.645 -0.978  -0.0616
O -2.208 -1.890 1.535  -0.3927
P -2.536 -0.550 0.962  0.3032
S 1.089 1.040 -1.311  1.1131
H -0.361 -1.851 0.345  0.1215
H 3.469 0.150 -1.436  0.0254
H 4.204 -1.381 -1.869  0.0436
H 3.866 -1.195 -0.139  0.0867
H -2.855 0.039 3.222  0.0257
H -1.994 1.286 2.300  -0.0003
H -3.728 1.115 2.170  0.0268
H 2.082 -2.451 -0.866  0.0670
H 2.167 -1.661 -2.359  0.0936

Cartesian forces (eV/Å) of the 3 atoms listed first:
-0.242 -1.641 2.461
1.986 5.030 -2.452
0.350 -1.135 -1.577

Properties
- E_HOMO (eV) = -5.227
- energy (hartree) = -1367.3568
- SMILES string = CCc1cc([P@@](C)(=O)[O-])c([N+](=O)[O-])s1
- relative energy (zero: lowest compared OMol25 entry of this formula, charge and spin) (kcal per mole) = 50.6
- net charge = -1